Record 1
The following is a quantum chemistry calculation of a cluster of 9 separate species, H17O9 in total, from the OMol25 dataset.

```
26
Properties=species:S:1:pos:R:3:forces:R:3:mulliken_charge:R:1
H -15.9290 -8.3130 -11.2940 -0.4512 -0.4857 0.0094 0.268
O -13.2270 -10.6570 -12.2300 -1.0550 -1.6964 0.5554 -0.666
H -11.1520 -9.2780 -12.5530 1.2809 -0.4184 0.5891 0.210
H -13.5510 -7.8690 -10.3060 -1.5696 -0.0952 0.3944 0.392
H -14.3880 -6.1670 -14.0570 -0.2254 -0.5798 0.8542 0.352
H -13.9240 -10.9240 -12.8430 0.4274 0.3549 0.1245 0.258
O -11.0920 -8.1900 -15.4620 -0.2722 -0.6788 0.6522 -0.658
H -11.3400 -7.4050 -15.9190 -0.0993 0.9245 -0.6611 0.302
O -13.9770 -9.1950 -15.2150 -0.6415 1.2118 -0.0113 -0.599
O -12.6150 -7.9080 -10.2820 1.5495 0.0998 0.6123 -0.760
H -10.0750 -6.3020 -12.4190 0.3620 -0.0449 0.2089 0.298
H -11.3200 -6.8470 -12.9800 -1.8291 -2.7163 -0.2717 0.396
O -10.4110 -9.8080 -12.1050 -0.0635 0.5051 -1.2377 -0.705
H -10.7260 -9.9480 -11.2250 -0.3798 -0.0934 0.8457 0.326
O -12.3030 -8.2520 -13.0060 -1.1676 0.0008 -0.4829 -0.578
O -15.2010 -7.7610 -11.0380 -0.4141 -0.0773 0.9821 -0.690
H -11.7030 -8.1750 -14.6780 0.8121 -0.2892 -0.2308 0.436
H -13.0710 -8.7000 -13.3850 0.5498 -0.0056 -0.3869 -0.056
H -12.7790 -9.8660 -12.5270 0.2140 0.3337 -0.1375 0.273
H -14.1970 -10.0590 -14.9120 -0.0885 -1.2236 0.1672 0.261
H -12.4370 -7.9610 -11.2270 0.4552 -0.0777 -0.5002 0.328
O -10.8420 -6.0670 -12.9330 1.6616 3.2160 0.0462 -0.679
H -14.9070 -7.3810 -11.8640 0.0451 0.6556 -0.4477 0.410
H -14.6350 -8.6320 -14.7620 0.3045 -0.0195 -0.3241 0.396
H -13.7140 -7.3380 -13.3020 0.6261 0.4799 0.2737 0.323
O -14.5760 -6.8640 -13.3900 -0.0313 0.7195 -1.6236 -0.839
```
Positions in Å, forces in eV/Å.

Output
max |F|	3.6	eV Å⁻¹
HOMO level	-6.541	eV
total energy	-18705.138	eV
Kohn-Sham gap	9.3929	eV
charge	-1
relative energy (zero: lowest compared OMol25 entry of this formula, charge and spin)	1.387	eV

=====

Record 2
The following is a quantum chemistry calculation of a cluster of 9 separate species, H17O9 in total, from the OMol25 dataset.

```
26
Properties=species:S:1:pos:R:3:forces:R:3:mulliken_charge:R:1
H 3.1861 0.1447 1.0153 0.5406 -0.3629 0.0090 0.321
H -1.9260 1.8474 2.6354 0.2342 -0.1194 -0.4206 0.299
O -0.2278 1.3158 0.0935 0.3619 0.0703 0.2360 -1.007
O 0.8424 -0.8198 -3.1356 0.3667 0.8030 -1.3572 -0.601
H -2.8122 1.0722 1.6173 0.3418 0.2961 -0.5179 0.365
O -0.0973 -1.1448 3.2963 0.0949 -0.3208 0.0718 -0.639
H 0.4159 -0.1342 -3.6821 -1.0342 -0.4073 0.6137 0.296
H -2.5781 -1.5729 -1.8968 0.2991 0.1749 -0.0242 0.305
O 2.7744 -2.5746 -0.2842 -0.8102 0.3643 1.1880 -0.648
H 0.6294 0.9256 -0.0460 0.3764 -0.1982 0.1602 0.027
H 1.6915 -0.3889 -3.3118 0.6764 -0.6307 0.8893 0.293
H -0.4091 -2.0442 3.1664 -0.0120 -0.0591 0.1053 0.288
H -2.8440 -2.3858 -0.6769 0.1449 0.1000 0.2607 0.273
O 0.7336 1.9067 -2.3892 -0.4137 -0.3927 -0.3193 -0.667
H 0.0462 2.4096 -2.8350 0.0285 0.1759 0.0842 0.301
H 3.1072 1.3295 1.8208 0.3340 0.2220 0.4550 0.343
H 2.8643 -2.3952 0.6673 0.8188 -0.2017 -0.1956 0.309
H -0.3963 -0.6986 2.5008 -0.0715 0.5048 -0.3102 0.344
O -2.6243 1.1852 -0.4302 1.0105 0.3632 -0.0240 -0.804
H 1.8189 -2.4081 -0.2915 -0.0480 -0.0825 -0.9784 0.326
H -1.6710 1.5495 -0.2080 -1.1241 -0.3772 -0.0961 0.446
H 0.2215 1.4436 -1.6586 0.3544 0.7212 0.1205 0.410
O -2.1795 -1.7907 -1.0446 -0.4157 -0.3967 -0.2922 -0.603
O 3.7187 0.5899 1.6942 -0.9300 0.1409 -0.5372 -0.651
H -2.2233 0.3690 -0.7606 -0.5585 -0.2939 0.1241 0.338
O -2.8078 1.5084 2.4790 -0.5650 -0.0937 0.7552 -0.663
```
Positions in Å, forces in eV/Å.

Output
max |F|	1.6	eV Å⁻¹
HOMO level	-4.776	eV
total energy	-18704.039	eV
Kohn-Sham gap	7.6429	eV
charge	-1
relative energy (zero: lowest compared OMol25 entry of this formula, charge and spin)	2.486	eV